(1)
The ion C6H12N with charge +1 in a non-equilibrium geometry, computed with wB97M-V/def2-TZVPD.

```
19
Properties=species:S:1:pos:R:3:lowdin_charge:R:1
C -1.1272 -0.4541 2.0683 -0.037
N -0.2934 -0.6806 0.9275 0.000
C -0.0139 0.5030 0.0992 -0.236
C -1.1485 0.9586 -0.8801 -0.100
C -0.1747 0.6634 -1.9776 0.010
C 0.8080 0.2868 -1.1574 -0.293
C 2.1401 -0.1041 -1.5013 -0.051
H -0.7361 0.3547 2.7283 0.128
H -2.0802 -0.1009 1.7981 0.083
H -1.4491 -1.3154 2.7232 0.135
H -0.7817 -1.3952 0.1545 0.280
H 0.6261 -1.0508 1.1268 0.177
H 0.5115 1.2042 0.8116 0.185
H -1.3620 2.0086 -0.7627 0.109
H -2.1913 0.4504 -0.8583 0.148
H -0.2593 0.8990 -3.0463 0.139
H 1.9537 -1.0106 -2.2583 0.142
H 2.8313 -0.6281 -0.7471 0.108
H 2.7202 0.5875 -2.0658 0.074
```

Results
* net charge: +1
* molar mass: 98.17 g mol⁻¹
* LUMO level: -3.4 eV
* spin multiplicity: 1
* SMILES string: C[NH2+][C@@H]1CC=C1C
* energy relative to the best compared isomer or geometry (same formula, charge and spin): 57.6 kcal/mol


(2)
A cluster of 11 separate species, C33H70N2O16S in total in a non-equilibrium geometry, computed with wB97M-V/def2-TZVPD.

```
122
Properties=species:S:1:pos:R:3:lowdin_charge:R:1
N 7.1351 1.9136 1.8644 0.118
C 6.4427 1.2660 0.9562 -0.138
O 5.7141 0.4913 -0.0623 -0.063
C 4.2530 0.5747 0.1246 -0.069
C 3.3576 1.9202 -0.3035 0.093
C 1.7050 1.9689 -0.0773 -0.046
C 0.9046 3.3476 -0.5057 -0.072
C 0.9108 4.2214 1.0490 -0.129
C 2.4188 5.0013 1.4122 -0.012
O 1.8600 3.6397 2.1460 -0.283
C 0.8515 0.6837 0.5607 -0.039
C -0.7742 0.6542 0.7675 -0.226
S -1.4112 1.6674 2.2103 0.789
O -0.3701 1.9423 3.3252 -0.402
O -2.1335 2.9366 1.6738 -0.452
C 1.7422 -0.6205 0.9982 0.037
C 3.3739 -0.6655 0.7973 0.064
C 3.8932 -2.1227 1.3844 -0.214
O 5.0662 -2.7355 1.1621 0.012
N 2.7070 -2.5105 2.2571 0.046
C 1.3532 -2.0617 1.6731 -0.208
O 0.1638 -2.6673 1.7096 -0.002
H 3.9093 2.8470 -0.7768 0.117
H -0.2297 3.1817 -0.7593 0.102
H 1.4836 4.0282 -1.2608 0.122
H -0.1442 4.8107 1.3866 0.164
H 3.4117 4.4041 1.1478 0.094
H 2.5714 5.4385 2.5125 0.121
H -1.2535 1.1018 -0.2232 0.113
H -1.1930 -0.4568 0.8532 0.123
H -2.4378 0.8785 2.8225 0.097
H 2.8483 -1.9367 3.1342 0.157
C 6.7652 -6.1509 2.6401 -0.089
C 5.7575 -6.4367 3.7342 -0.327
O 5.0699 -5.2446 4.0839 -0.097
H 7.4863 -5.3953 2.9690 0.080
H 7.3072 -7.0591 2.3621 0.073
H 6.2681 -5.7506 1.7505 0.065
H 6.2607 -6.8157 4.6287 0.097
H 5.0252 -7.1818 3.4083 0.109
H 4.6196 -4.9208 3.2849 0.069
C 8.4177 -6.2820 -1.2917 -0.093
C 8.8958 -7.6828 -0.9705 -0.332
O 7.7881 -8.5125 -0.6526 -0.094
H 7.8736 -5.8568 -0.4419 0.065
H 9.2602 -5.6285 -1.5345 0.075
H 7.7249 -6.2940 -2.1395 0.073
H 9.5704 -7.6691 -0.1092 0.113
H 9.4296 -8.1198 -1.8200 0.105
H 7.1994 -8.5248 -1.4268 0.086
C -4.8420 0.8923 -0.6744 -0.077
C -4.3135 1.5596 -1.9272 -0.308
O -3.2457 0.7969 -2.4696 -0.094
H -4.0475 0.7918 0.0724 0.061
H -5.6630 1.4704 -0.2412 0.082
H -5.2005 -0.1183 -0.8957 0.053
H -3.9361 2.5606 -1.6977 0.106
H -5.0988 1.6520 -2.6837 0.112
H -3.5932 -0.0873 -2.6778 0.061
C -3.5671 5.9146 1.1699 -0.089
C -3.0387 6.5819 -0.0828 -0.329
O -1.9708 5.8192 -0.6252 -0.101
H -2.7726 5.8141 1.9167 0.073
H -4.3881 6.4927 1.6031 0.073
H -3.9257 4.9040 0.9487 0.060
H -2.6612 7.5829 0.1467 0.098
H -3.8239 6.6743 -0.8394 0.106
H -2.3184 4.9350 -0.8335 0.071
C -3.7567 -3.9135 -1.0047 -0.081
C -4.1287 -2.6328 -1.7227 -0.332
O -4.2936 -2.8848 -3.1103 -0.088
H -2.8299 -4.3288 -1.4141 0.080
H -3.6214 -3.7353 0.0657 0.074
H -4.5332 -4.6733 -1.1404 0.081
H -3.3402 -1.8838 -1.6030 0.101
H -5.0613 -2.2182 -1.3278 0.101
H -5.0016 -3.5448 -3.2062 0.098
C -5.4501 10.8034 -1.5357 -0.095
C -5.5133 9.6418 -0.5657 -0.315
O -4.2087 9.3236 -0.1042 -0.105
H -4.8096 10.5575 -2.3891 0.062
H -6.4475 11.0583 -1.9044 0.080
H -5.0154 11.6860 -1.0553 0.078
H -5.9277 8.7558 -1.0558 0.114
H -6.1415 9.8846 0.2969 0.108
H -3.8529 10.1141 0.3368 0.096
C -1.6650 -6.9283 1.1310 -0.092
C -2.7461 -6.4044 2.0533 -0.331
O -4.0265 -6.7436 1.5418 -0.097
H -1.7805 -6.5096 0.1258 0.068
H -0.6716 -6.6710 1.5089 0.076
H -1.7339 -8.0166 1.0323 0.073
H -2.6875 -5.3147 2.1318 0.105
H -2.6452 -6.8285 3.0570 0.108
H -4.0715 -7.7135 1.4839 0.087
C 6.8587 -10.5192 7.0631 -0.099
C 6.4867 -9.2385 6.3452 -0.337
O 6.3219 -9.4906 4.9575 -0.097
H 7.7855 -10.9345 6.6537 0.078
H 6.9940 -10.3411 8.1336 0.074
H 6.0822 -11.2791 6.9274 0.072
H 7.2752 -8.4896 6.4648 0.113
H 5.5541 -8.8240 6.7400 0.110
H 5.6139 -10.1505 4.8616 0.091
C -5.5205 -0.7745 -7.0557 -0.095
C -5.5741 -1.6921 -5.8518 -0.343
O -6.8597 -2.2864 -5.7516 -0.091
H -6.2811 0.0092 -6.9762 0.077
H -4.5371 -0.3047 -7.1445 0.075
H -5.7305 -1.3299 -7.9756 0.072
H -5.3855 -1.1292 -4.9327 0.100
H -4.8252 -2.4861 -5.9299 0.107
H -7.0140 -2.7907 -6.5688 0.088
C -1.6873 13.1271 -3.7588 -0.095
C -2.6670 11.9860 -3.5795 -0.334
O -3.9830 12.4240 -3.8839 -0.100
H -1.9529 13.9678 -3.1094 0.078
H -0.6685 12.8069 -3.5235 0.075
H -1.7111 13.4999 -4.7880 0.072
H -2.6562 11.6310 -2.5447 0.105
H -2.4159 11.1464 -4.2350 0.112
H -3.9840 12.7293 -4.8074 0.091
```

Results
* net charge: 0
* molar mass: 782.99 g mol⁻¹
* LUMO level: -2.0 eV
* spin multiplicity: 1
* SMILES string: N#COc1cc(C[C@@H]2CO2)c(C[SH](=O)=O)c2c1C(=O)NC2=O.CCO.CCO.CCO.CCO.CCO.CCO.CCO.CCO.CCO.CCO


(3)
A cluster of 9 separate species, C11H40O9 in total in a non-equilibrium geometry, computed with wB97M-V/def2-TZVPD.

```
60
Properties=species:S:1:pos:R:3:lowdin_charge:R:1
C -3.1698 0.8787 2.0675 -0.070
C -2.3842 -0.3714 1.9196 -0.363
O -1.9279 -0.7420 3.1446 -0.059
H -4.1093 0.7645 2.6271 0.085
H -3.4902 1.2668 1.0815 0.085
H -2.5927 1.6574 2.5933 0.084
H -1.6263 -0.2093 1.2151 0.058
H -3.1142 -1.1383 1.6188 0.133
H -1.9088 -1.7077 3.2242 0.122
C 0.4058 -1.8212 -3.7038 -0.031
C 1.2985 -0.6510 -4.1352 -0.242
O 0.6002 0.5591 -3.7447 -0.087
H -0.5515 -1.6482 -4.0175 0.040
H 0.4082 -1.8961 -2.5594 0.096
H 0.7706 -2.7577 -4.1284 0.085
H 1.5250 -0.6672 -5.1334 0.088
H 2.1922 -0.5850 -3.6834 0.053
H 1.0951 1.3170 -4.0256 0.087
C 1.0405 -1.7215 1.4286 -0.147
O 2.4293 -1.6019 1.4647 -0.062
H 0.7789 -2.3788 0.5951 0.065
H 0.5560 -0.7322 1.2491 0.074
H 0.5822 -2.1450 2.3554 0.095
H 2.6707 -0.9556 0.8930 -0.047
C 2.9027 0.2239 -0.9252 -0.126
O 4.1250 0.5064 -0.2496 -0.083
H 2.9791 -0.7509 -1.3654 0.092
H 2.7268 0.8607 -1.7947 0.088
H 2.0628 0.2226 -0.2559 0.055
H 4.8086 0.0386 -0.6866 0.086
C 3.0182 3.0381 1.7694 -0.141
O 3.0112 1.6287 1.9652 -0.144
H 4.1128 3.3341 1.7509 0.099
H 2.3255 3.4657 2.5982 0.112
H 2.6322 3.2427 0.8197 0.035
H 3.3902 1.2863 1.1735 -0.012
C -0.4565 1.6495 -0.4915 -0.130
O -0.4319 0.4032 -1.0940 -0.140
H -1.1581 2.3103 -0.9088 0.075
H 0.5362 2.1048 -0.6385 0.090
H -0.5739 1.6619 0.5370 0.054
H -0.0101 0.4719 -1.9599 0.049
C 0.4939 1.2510 4.0849 -0.179
O 0.1681 -0.0186 4.6034 -0.135
H -0.2855 1.9008 4.4171 0.064
H 0.6238 1.3052 2.9885 0.062
H 1.4045 1.6469 4.4976 0.070
H -0.6227 -0.2851 4.0827 0.019
C -3.0149 0.7258 -2.9422 -0.157
O -2.9390 -0.1134 -1.8041 -0.165
H -2.1818 0.4228 -3.6296 0.080
H -3.0215 1.7891 -2.7006 0.072
H -3.9796 0.5510 -3.3777 0.068
H -2.0992 0.1074 -1.3194 0.025
C -1.9760 -2.7596 -0.5917 -0.166
O -2.6038 -3.6546 0.2896 -0.111
H -0.9151 -3.0156 -0.6887 0.066
H -1.9304 -1.7817 -0.1023 0.036
H -2.5044 -2.6791 -1.4996 0.071
H -2.0953 -3.8040 1.1023 0.080
```

Results
* net charge: 0
* molar mass: 316.43 g mol⁻¹
* LUMO level: 0.0 eV
* spin multiplicity: 1
* SMILES string: CCO.CCO.CO.CO.CO.CO.CO.CO.CO
* energy relative to the best compared isomer or geometry (same formula, charge and spin): 115.1 kcal/mol


(4)
An isolated molecule of C4H6O in a non-equilibrium geometry, computed with wB97M-V/def2-TZVPD.

```
11
Properties=species:S:1:pos:R:3:lowdin_charge:R:1
C -1.7201 -0.1429 0.1082 0.060
C -1.1389 -1.3211 0.3435 -0.051
C 0.1367 -1.1670 0.6291 -0.188
O 0.4546 0.2320 0.6714 -0.240
C 1.1318 0.7433 -0.4507 -0.122
H -2.0947 0.4900 0.9098 0.089
H -1.6792 0.3044 -0.8844 0.083
H 0.9621 -1.8238 0.8852 0.103
H 0.7496 0.3570 -1.4120 0.092
H 2.1880 0.4939 -0.3527 0.082
H 1.0101 1.8341 -0.4475 0.092
```

Results
* net charge: 0
* molar mass: 70.09 g mol⁻¹
* LUMO level: 0.2 eV
* spin multiplicity: 1
* SMILES string: C=C=COC
* energy relative to the best compared isomer or geometry (same formula, charge and spin): 92.0 kcal/mol


(5)
A cluster of 2 separate species, C3H8S in total in a non-equilibrium geometry, computed with wB97M-V/def2-TZVPD.

```
12
Properties=species:S:1:pos:R:3:lowdin_charge:R:1
C -1.1016 0.5595 1.1228 -0.483
S -2.3952 -0.6548 1.7544 0.502
H -0.2603 0.4196 1.8725 0.024
H -1.3317 1.5773 1.1491 -0.018
H -0.7835 0.1068 0.1332 -0.015
H -3.3533 0.2682 1.6408 -0.213
C 1.9576 0.1745 -1.2858 -0.364
C 1.0912 -0.8567 -1.1829 -0.374
H 1.7945 0.8202 -2.1257 -0.045
H 2.4297 0.5721 -0.3841 -0.029
H 0.5164 -1.2237 -2.1713 0.014
H 1.4360 -1.7629 -0.5230 0.000
```

Results
* net charge: -1
* molar mass: 76.16 g mol⁻¹
* LUMO level (alpha / beta): 3.3 / 3.3 eV
* spin multiplicity: 2
* energy relative to the best compared isomer or geometry (same formula, charge and spin): 70.6 kcal/mol
* ⟨S²⟩: 0.75


(6)
A structure of composition C24H22N5O4Os, computed with wB97M-V/def2-TZVPD.

```
56
Properties=species:S:1:pos:R:3:lowdin_charge:R:1
Os -0.2928 0.3098 0.3158 1.742
C -4.1387 -1.7370 0.6694 0.055
O -4.3179 -0.2753 0.8871 0.142
C -3.1594 0.2554 0.7626 -0.285
N -2.1655 -0.5063 0.3798 -0.042
C -2.7379 -1.8490 0.0256 -0.209
C -1.9084 -3.0073 0.5002 -0.232
C -1.0676 -2.9039 1.6035 -0.072
C -0.3434 -4.0098 2.0275 -0.037
C -0.4778 -5.2224 1.3618 -0.025
C -1.3379 -5.3326 0.2775 -0.027
C -2.0487 -4.2264 -0.1627 -0.017
C -2.8803 1.6816 1.0039 -0.115
C -3.7336 2.6829 1.4327 0.106
C -3.1939 3.9548 1.6195 0.078
C -1.8322 4.1924 1.4103 0.108
C -1.0545 3.1341 0.9859 -0.117
N -1.5853 1.9229 0.7621 -0.011
C 0.4106 3.0695 0.7977 -0.283
N 0.9422 1.9219 0.4589 -0.039
C 2.4258 2.0671 0.4624 -0.194
C 2.5853 3.5827 0.7498 0.063
O 1.1926 4.0545 1.0184 0.146
C 3.0862 1.6270 -0.8165 -0.215
C 4.4638 1.4345 -0.8061 -0.002
C 5.1157 1.0477 -1.9681 -0.016
C 4.3986 0.8478 -3.1406 -0.031
C 3.0294 1.0627 -3.1604 -0.058
C 2.3743 1.4521 -1.9968 -0.083
H -4.9556 -2.0657 0.0352 0.159
H -4.1892 -2.1994 1.6535 0.161
H -2.8404 -1.8815 -1.0648 0.154
H -0.9966 -1.9806 2.1736 0.099
H 0.3071 -3.9312 2.8877 0.126
H 0.0873 -6.0832 1.6918 0.128
H -1.4560 -6.2816 -0.2272 0.127
H -2.7035 -4.3165 -1.0219 0.128
H -4.7793 2.4768 1.6221 0.158
H -3.8326 4.7655 1.9469 0.153
H -1.3966 5.1693 1.5775 0.159
H 2.7712 1.4560 1.2989 0.167
H 2.9241 4.1540 -0.1108 0.158
H 3.1684 3.8196 1.6349 0.157
H 5.0335 1.5642 0.1069 0.136
H 6.1869 0.9009 -1.9572 0.130
H 4.9108 0.5365 -4.0406 0.128
H 2.4824 0.9634 -4.0890 0.117
H 1.3168 1.7113 -2.0366 0.090
N -0.1089 -0.5548 -1.5638 -0.010
N 0.8636 -1.5792 -1.5385 0.092
C 1.5837 -1.7486 -0.3861 -0.548
O 2.4723 -2.4773 -0.1634 0.247
O 1.0779 -0.8740 0.6245 -0.187
H -1.0029 -0.9689 -1.8353 0.129
H 0.1418 0.1525 -2.2596 0.118
H 1.1853 -1.9589 -2.4198 0.193
```

Results
* net charge: +3
* molar mass: 634.70 g mol⁻¹
* LUMO level (alpha / beta): -12.5 / -12.6 eV
* spin multiplicity: 1
* energy relative to the best compared isomer or geometry (same formula, charge and spin): 30.6 kcal/mol


(7)
An isolated molecule of C2H3NOS in a non-equilibrium geometry, computed with wB97M-V/def2-TZVPD.

```
8
Properties=species:S:1:pos:R:3:lowdin_charge:R:1
O 0.8066 -1.7653 -0.0592 0.047
C 1.0876 -0.6116 0.0252 -0.360
N 0.2028 0.4745 -0.0142 -0.024
C -1.1620 0.3409 -0.0246 -0.710
S -2.1471 -0.9530 0.0078 0.682
H 2.1540 -0.1972 0.2596 0.149
H 0.7071 1.4035 -0.1417 0.170
H -1.6490 1.3083 -0.0529 0.046
```

Results
* net charge: 0
* molar mass: 89.12 g mol⁻¹
* LUMO level: -0.1 eV
* spin multiplicity: 1
* SMILES string: O=CNC=S
* energy relative to the best compared isomer or geometry (same formula, charge and spin): 11.5 kcal/mol


(8)
A structure of composition C2H3NS3 in a non-equilibrium geometry, computed with wB97M-V/def2-TZVPD.

```
9
Properties=species:S:1:pos:R:3:lowdin_charge:R:1
C 0.2918 0.4492 0.1443 -0.495
C 0.0246 0.7298 -1.2446 -1.191
H -1.3056 -1.6243 2.6990 0.070
H 1.1304 1.3620 0.6294 0.171
H 0.3431 -1.4877 -1.4280 -0.037
N -0.3352 -0.6035 0.7569 -0.405
S 0.1340 -0.5212 2.4679 0.546
S -0.4261 -0.6392 -2.3757 0.687
S 0.1429 2.3350 -1.6492 0.653
```

Results
* net charge: 0
* molar mass: 137.25 g mol⁻¹
* LUMO level: -1.5 eV
* spin multiplicity: 1
* energy relative to the best compared isomer or geometry (same formula, charge and spin): 100.4 kcal/mol